Below is CH3InO as an isolated structure at a distorted geometry, with properties calculated with ωB97M-V/def2-TZVPD.

```
6
Properties=species:S:1:pos:R:3:forces:R:3
In -2.6684 -0.2016 -2.2582 -0.585 -0.078 -0.597
C 0.6267 0.0489 0.4015 -1.358 1.016 -4.906
O -0.4627 0.3010 -0.3539 3.282 -0.504 3.376
H 0.1705 -0.0328 1.4361 -0.980 -0.322 1.300
H 0.9862 -0.9811 0.2395 -0.201 -0.713 0.606
H 1.3477 0.8655 0.5349 -0.158 0.602 0.221
```
Forces are in eV/Å.

## Properties
* E_LUMO: -16.1 eV
* multiplicity: 1
* total charge: +2
* frontier orbital gap: 4.90 eV
* electronic energy: -8281.55490 eV
* relative energy (zero: lowest compared OMol25 entry of this formula, charge and spin): 12.4 kcal per mole
* HOMO level: -21.0 eV